(1)
{"formula": "H18O9", "method": "ωB97M-V with the def2-TZVPD basis set", "orbital_gap_ev": 10.42, "relative_energy_kj_mol": 421.7, "mol_weight_g_mol": 162.1, "smiles": "O.O.O.O.O.O.O.O.O", "max_force_ev_per_a": 4.8, "energy_ha": -687.8652, "symbols": ["H", "O", "O", "H", "H", "H", "H", "H", "H", "O", "O", "H", "O", "O", "H", "H", "H", "H", "O", "H", "H", "O", "H", "H", "H", "O", "H"], "coordinates": [[2.217917, 0.174789, 2.187289], [-1.120949, 0.227459, 0.108309], [-3.107253, 2.529098, 0.154119], [-1.626124, -0.613827, 0.181472], [-3.153274, 3.020705, 0.895832], [-2.015960, 4.420437, -1.552802], [0.436731, 1.100412, 3.822563], [-1.339940, -4.171868, -1.464545], [-3.305890, -2.557892, -0.439964], [3.577688, 0.671832, -1.852269], [0.760196, 0.280163, 4.142545], [-4.313960, -1.874023, 0.638057], [-4.139589, -2.604377, 0.080251], [-1.078584, 4.437657, -1.488441], [-0.232812, -0.003210, 0.386413], [1.651515, 0.529368, 4.410518], [-0.736579, 3.866349, -2.198185], [3.346418, -1.739637, -0.488706], [3.923084, -1.355933, -1.202813], [3.849669, -2.047025, -1.839604], [-2.195368, 2.161432, 0.238670], [2.098304, -0.810131, 2.052500], [4.202731, 0.944393, -1.227767], [3.893862, 1.144760, -2.661956], [-2.216055, -3.376795, -2.508314], [-1.977005, -3.391259, -1.611663], [2.601227, -0.962887, 1.238481]], "forces_ev_per_a": [[-0.4, -1.8, -0.1], [-0.7, -0.7, 0.0], [1.5, -2.8, -3.4], [0.5, 0.9, -0.1], [-0.7, 2.8, 3.9], [-1.3, -0.3, -0.1], [-0.9, 1.2, -0.5], [-1.7, 1.9, -0.5], [-0.8, 0.3, 0.8], [-1.2, 2.5, -3.5], [0.7, -0.6, 0.5], [0.3, 1.3, 0.5], [0.4, -1.6, -1.3], [1.7, -0.1, -0.3], [0.2, -0.1, 0.1], [0.1, -0.4, 0.3], [-0.4, 0.3, 0.5], [0.9, 0.5, -0.9], [-0.7, -2.3, 2.9], [0.2, -0.8, -1.1], [-0.9, -0.1, -0.5], [0.5, 1.7, -0.5], [1.5, 0.4, 1.7], [-0.7, -0.4, 0.9], [-0.4, -0.2, -1.9], [2.1, -1.6, 2.4], [-0.1, 0.0, 0.3]], "nbo_charge": [0.47, -0.96, -0.94, 0.48, 0.45, 0.48, 0.46, 0.49, 0.50, -0.92, -0.92, 0.47, -0.98, -0.95, 0.48, 0.46, 0.47, 0.44, -0.91, 0.47, 0.49, -0.92, 0.46, 0.46, 0.48, -0.96, 0.45]}

***

(2)
{"formula": "C19H43BrIN4O9P2", "method": "ωB97M-V with the def2-TZVPD basis set", "total_charge": 1, "orbital_gap_ev": 8.05, "mol_weight_g_mol": 740.3, "max_force_ev_per_a": 7.6, "energy_ha": -5200.1752, "symbols": ["H", "H", "O", "H", "O", "H", "C", "H", "C", "H", "C", "N", "O", "O", "C", "H", "H", "H", "C", "H", "H", "H", "C", "P", "C", "H", "H", "H", "I", "H", "H", "N", "C", "H", "H", "N", "H", "H", "N", "C", "C", "H", "O", "C", "H", "H", "C", "O", "H", "H", "C", "C", "H", "Br", "H", "H", "O", "H", "H", "O", "H", "H", "O", "C", "H", "H", "H", "H", "H", "C", "H", "H", "P", "H", "H", "C", "C", "H", "C"], "coordinates": [[7.352560, -4.877457, -1.348123], [-4.796761, 4.432480, -1.303864], [-7.140299, 0.542902, -2.393404], [-2.672989, 1.627034, 0.292852], [7.530807, -3.458778, 1.049797], [-2.038768, -1.231252, 4.237346], [-4.956879, 4.156569, -0.262260], [0.289118, 3.743601, 2.528533], [7.730494, -0.977512, -0.974576], [7.948372, -0.905689, -2.040283], [-1.689241, -0.770615, 3.327772], [-1.446070, 0.542966, 1.617116], [1.079895, -2.803886, 1.007255], [6.853202, -2.122674, -0.867463], [1.565397, -3.386230, 2.206816], [-1.842042, 3.103049, 2.265034], [9.014622, -4.485900, -0.931804], [-7.322123, 1.502501, -6.569603], [-5.393232, 2.708380, -0.145227], [-0.985222, 1.520573, -0.163291], [0.575121, 2.114622, 2.027946], [8.434518, -6.155468, -0.788307], [-9.328126, 1.688328, -2.051515], [-6.084421, 1.697684, -2.491685], [8.164300, -5.108166, -0.653809], [1.859824, -2.633642, 2.938844], [-8.952674, 2.675917, -1.789973], [-9.514192, 1.670917, -3.124204], [1.378590, 3.805738, 0.093134], [4.302322, -1.078707, 1.521570], [6.853338, -5.420131, 1.036133], [0.465079, -0.514461, 0.695029], [-1.658192, 1.639475, 0.685021], [-8.152269, 0.635823, -0.577010], [-10.274693, 1.540860, -1.530377], [-2.226025, 0.285425, 2.715978], [-5.728058, 4.818577, 0.132177], [-5.521218, 2.517740, -5.126578], [-0.632814, -1.216913, 2.688458], [7.751906, -4.851665, 0.782379], [5.241030, -0.701267, 1.926805], [-7.020213, 0.523887, -5.132424], [-6.752102, 2.763018, -3.471460], [9.025065, -1.092938, -0.209992], [-4.034340, 4.335200, 0.295773], [2.405397, -4.025255, 1.937459], [-8.373852, 0.593263, -1.641645], [-4.619184, 1.738224, -2.584427], [2.344287, -1.179113, 1.358719], [0.509120, 0.164210, -0.046447], [-6.582724, 2.633229, -4.897056], [-7.388019, 1.490263, -5.481992], [-5.791584, 2.524241, 0.857134], [-3.727344, 1.177065, 3.266102], [9.665987, -0.253444, -0.483369], [-1.615602, 3.810537, 0.686863], [-6.427411, 2.409889, -1.064164], [7.190138, -0.072697, -0.708900], [5.619377, -2.045763, 3.577680], [5.110473, -3.209333, 1.325193], [9.544479, -2.020794, -0.446108], [-8.840181, -0.374653, -1.821097], [6.342931, -1.233256, 1.204557], [5.363987, -1.000849, 3.409588], [-4.551171, 2.030278, -0.285600], [8.867863, -1.058270, 0.865878], [-6.912041, 3.579226, -5.321988], [6.159311, -0.399300, 3.851062], [8.542808, -5.165147, 1.461476], [-0.484629, -0.409731, 1.612402], [4.432530, -0.776189, 3.934739], [-8.435825, 1.562856, -5.191802], [6.222594, -2.715089, 0.462280], [5.238991, 0.381795, 1.773465], [0.785893, -3.987247, 2.670547], [1.532763, -1.541162, 0.716121], [0.182920, 3.069856, 1.682768], [1.923266, -1.581032, -0.303327], [-1.301647, 2.984778, 1.321657]], "forces_ev_per_a": [[0.0, 0.0, 0.0], [0.1, -0.1, 0.0], [1.1, -1.0, -0.8], [0.0, -0.2, 0.1], [-0.3, -0.3, -0.7], [-0.4, 0.3, 0.0], [-0.1, 0.1, 0.0], [0.2, 0.2, -0.2], [0.3, 0.6, -0.5], [-0.1, -0.2, 0.0], [0.7, -0.3, -0.4], [0.2, -0.1, -0.8], [-0.5, 0.4, 0.1], [-1.7, -2.0, -1.3], [0.3, -0.4, 0.2], [-0.2, 0.0, -0.1], [0.0, 0.0, 0.0], [0.0, 0.0, 0.0], [0.1, 0.3, 0.3], [-0.1, -0.4, 0.0], [0.1, -0.1, -0.2], [0.0, 0.0, 0.0], [0.2, 0.3, -0.1], [-1.0, 3.6, 2.3], [-0.1, 0.1, -0.1], [0.1, 0.1, -0.1], [0.0, 0.0, 0.0], [-0.1, -0.1, 0.0], [0.1, -0.2, -0.1], [0.1, -0.1, 0.1], [0.0, 0.1, 0.0], [-0.1, -0.1, 0.0], [0.0, 1.0, 0.0], [0.2, 0.2, 0.0], [0.0, -0.1, 0.0], [-0.2, -0.2, 0.7], [0.0, 0.0, 0.0], [0.0, 0.0, 0.1], [0.2, 0.0, 0.0], [0.1, -0.3, 0.0], [0.1, 0.1, 0.4], [0.0, 0.0, 0.0], [0.0, -0.5, -0.2], [0.0, -0.2, 0.3], [0.0, 0.0, 0.0], [0.1, 0.0, 0.3], [-0.6, -0.4, 0.2], [0.0, -2.1, -0.9], [-0.3, -0.3, 0.2], [0.0, 0.0, -0.1], [0.0, 0.0, -0.4], [0.0, -0.1, 0.2], [-0.1, 0.0, -0.1], [0.0, 0.1, -0.3], [0.0, 0.0, -0.1], [0.0, -0.1, -0.1], [-0.2, -0.3, -0.2], [-0.1, -0.1, 0.2], [-0.1, -0.1, -0.1], [-1.5, -1.8, -3.3], [0.0, 0.0, -0.1], [0.2, 0.0, -0.1], [0.1, 0.1, -0.4], [0.1, 0.0, 0.1], [0.0, 0.0, -0.2], [-0.1, 0.0, 0.0], [0.0, 0.1, 0.1], [0.0, 0.0, 0.0], [0.0, 0.1, 0.1], [-0.2, 0.0, 0.4], [0.0, 0.0, 0.0], [0.0, 0.1, -0.1], [3.2, 4.0, 5.5], [0.2, 0.0, -0.1], [-0.2, 0.0, -0.2], [0.6, -0.2, -0.5], [-0.5, 0.2, 0.4], [-0.1, 0.4, -0.1], [0.2, -0.3, 0.6]], "mulliken_charge": [0.29, 0.27, -0.29, -0.47, -0.26, 0.48, -1.08, 0.50, -0.19, 0.36, -0.11, 0.55, -0.38, -0.39, -0.59, 0.25, 0.20, 0.40, 0.09, 0.16, 0.38, 0.40, -0.90, 0.88, -0.96, 0.33, 0.27, 0.15, 0.10, -0.22, 0.28, 0.03, 0.23, 0.24, 0.40, -0.48, 0.36, 0.31, -0.37, -0.33, 0.33, 0.27, -0.23, -0.92, 0.28, 0.23, -0.19, -0.78, 0.18, 0.23, -0.32, -0.94, 0.30, 0.14, 0.41, 0.49, -0.35, 0.24, 0.28, -0.77, 0.18, 0.36, -0.46, -1.23, -0.11, 0.27, 0.31, 0.36, 0.32, 0.31, 0.38, 0.19, 1.15, 0.43, 0.28, -0.48, -1.19, 0.35, -0.19]}

***

(3)
{"formula": "C3H7OP", "method": "ωB97M-V with the def2-TZVPD basis set", "orbital_gap_ev": 9.96, "relative_energy_kj_mol": 206.9, "mol_weight_g_mol": 90.1, "smiles": "C/C=C\\[PH2]=O", "max_force_ev_per_a": 4.0, "energy_ha": -534.9994, "symbols": ["H", "C", "H", "C", "C", "H", "O", "H", "P", "H", "H", "H"], "coordinates": [[0.918772, -0.898368, 1.933691], [-1.454986, 0.155429, -0.476776], [1.120882, 1.405836, -0.339593], [-0.974081, -0.354474, 0.846451], [0.314907, -0.369942, 1.140809], [-1.885259, 1.198102, -0.571953], [1.982194, -0.177792, -1.888043], [-1.971936, -0.699303, -0.922298], [1.622493, 0.069675, -0.413693], [2.754593, -0.246051, 0.395863], [-0.600312, 0.199068, -1.209915], [-1.827268, -0.282179, 1.505458]], "forces_ev_per_a": [[-1.2, 1.0, -0.4], [1.7, 0.0, -2.1], [0.9, -0.1, 0.2], [-0.5, 2.6, 0.0], [2.5, -2.4, -2.2], [-0.3, -1.5, 0.6], [-1.3, -0.5, 2.6], [-1.0, 0.6, -0.1], [-0.3, 0.5, -0.1], [-0.2, 0.6, -0.2], [-0.5, 0.1, 0.6], [0.3, -0.9, 1.0]], "nbo_charge": [0.23, -0.66, -0.08, -0.17, -0.44, 0.24, -1.03, 0.24, 1.32, -0.07, 0.21, 0.21]}

***

(4)
{"formula": "C2H2N2O2S", "method": "ωB97M-V with the def2-TZVPD basis set", "orbital_gap_ev": 7.78, "relative_energy_kj_mol": 498.5, "mol_weight_g_mol": 118.1, "max_force_ev_per_a": 5.7, "energy_ha": -735.3974, "symbols": ["S", "N", "H", "N", "C", "H", "O", "O", "C"], "coordinates": [[-2.964558, -0.352683, -1.438059], [-1.949657, -3.703731, 0.200919], [0.758151, -0.526698, -0.294051], [-2.218150, -2.717140, -0.269475], [-2.464848, -1.488058, -0.314781], [-0.255919, -0.096855, -1.883327], [-3.045538, -0.843387, -2.791968], [-0.533546, 1.193132, -0.467609], [-0.056837, 0.231380, -0.912755]], "forces_ev_per_a": [[0.8, -2.5, 2.6], [0.0, -0.8, -1.0], [-1.9, 1.9, -1.3], [0.7, -1.8, 1.6], [-1.7, 5.0, -2.0], [-0.3, -0.8, -2.1], [-0.2, -0.1, -1.3], [-0.9, 2.5, 1.4], [3.6, -3.4, 2.0]], "nbo_charge": [1.26, 0.06, 0.08, 0.02, -0.48, 0.10, -0.86, -0.50, 0.30]}

***

(5)
{"formula": "C3H2CuLiO3", "method": "ωB97M-V with the def2-TZVPD basis set", "total_charge": 1, "orbital_gap_ev": [6.62, 6.57], "spin_multiplicity": 2, "s2": 0.7559, "relative_energy_kj_mol": 213.8, "mol_weight_g_mol": 156.5, "max_force_ev_per_a": 3.3, "energy_ha": -1988.8802, "symbols": ["Li", "O", "H", "C", "C", "H", "C", "O", "O", "Cu"], "coordinates": [[-4.201971, -0.113942, -0.402332], [2.364545, -0.600701, -0.251132], [-0.878684, 0.271701, -1.636150], [-0.336865, 0.179341, 0.379184], [-1.333211, 0.146329, -0.620590], [-0.493461, -0.273499, 1.362245], [2.073090, 0.361303, 0.441359], [0.737417, 0.907953, 0.165746], [-2.419024, -0.448697, -0.462539], [4.488167, -0.429784, 1.024206]], "forces_ev_per_a": [[0.5, -0.2, 0.0], [-0.5, 0.5, 0.4], [-0.8, 0.7, 0.4], [0.0, 1.1, 0.4], [2.0, -1.5, -0.7], [0.1, -0.1, -0.2], [3.1, -1.0, 0.8], [-1.3, -0.5, -0.6], [-1.5, 0.6, 0.1], [-1.6, 0.5, -0.5]], "mulliken_spin": [0.00, 0.02, 0.01, 0.37, 0.20, 0.02, 0.01, 0.15, 0.22, 0.00]}

***

(6)
{"formula": "C11H26N5", "method": "ωB97M-V with the def2-TZVPD basis set", "total_charge": 1, "orbital_gap_ev": 10.11, "mol_weight_g_mol": 228.4, "max_force_ev_per_a": 0.8, "energy_ha": -708.2318, "symbols": ["H", "H", "H", "H", "C", "H", "H", "C", "H", "H", "C", "N", "H", "H", "C", "H", "N", "H", "H", "C", "H", "H", "H", "H", "N", "N", "H", "C", "H", "C", "H", "C", "H", "H", "C", "H", "H", "C", "H", "H", "C", "N"], "coordinates": [[0.948759, 1.515674, -4.522614], [1.024539, 0.000491, -5.385545], [-1.163410, 1.089663, -5.766338], [-1.395182, -0.426139, -4.898187], [0.324064, 0.385711, -1.990161], [-0.585897, -2.801652, 2.018372], [-4.129918, -0.427566, 4.969205], [-2.166230, -1.828463, 2.920548], [-0.880139, -0.529664, 1.053697], [2.793337, 1.712286, -2.466719], [1.442754, -0.197535, 1.900426], [-2.696946, 0.171828, 3.545784], [1.970865, -0.326102, -3.186981], [0.153718, 0.354990, 3.524710], [2.249775, 2.008464, -1.569669], [2.623603, 1.405590, -0.737687], [-1.917340, -0.533738, 2.695714], [-0.769243, 0.331594, -2.008009], [2.554082, -0.895901, 3.627000], [1.926074, -1.306935, 2.842870], [0.387114, 2.471482, -2.548349], [2.234685, 0.539528, 1.808700], [-2.035171, -3.706561, 2.186626], [-1.498566, 1.115726, -4.041675], [-3.116031, -1.958189, 3.861387], [-1.061694, 0.118495, 1.812282], [2.493941, -2.060121, 2.304013], [0.743211, 1.832739, -1.737462], [0.240881, 2.188392, -0.831782], [-0.965990, 0.575308, -4.826218], [0.510332, -1.269713, -3.340867], [0.533346, 0.505067, -4.551033], [0.645152, -0.225830, -1.135115], [0.307379, 1.618641, 2.328458], [-3.415833, -0.725813, 4.221481], [-2.666521, 1.179150, 3.570071], [1.218582, -0.607591, 0.917873], [0.883781, -0.243548, -3.266412], [2.500066, 3.049689, -1.365923], [1.092906, -1.814607, 3.333833], [0.215933, 0.544073, 2.454184], [-1.554771, -2.828911, 2.279510]], "forces_ev_per_a": [[0.0, 0.0, 0.0], [0.0, 0.0, 0.0], [0.0, 0.0, 0.0], [0.0, 0.0, 0.0], [-0.1, 0.0, 0.1], [0.1, 0.2, -0.1], [-0.1, -0.1, 0.1], [0.1, 0.0, 0.3], [-0.2, 0.1, -0.2], [0.0, 0.0, 0.0], [-0.1, 0.1, 0.7], [-0.3, -0.1, 0.0], [0.0, 0.0, 0.0], [-0.1, 0.0, 0.1], [-0.1, 0.1, 0.0], [0.0, 0.0, 0.0], [0.7, 0.1, -0.4], [0.0, 0.0, 0.0], [0.1, 0.0, 0.1], [-0.2, 0.0, -0.3], [0.0, 0.0, 0.0], [0.1, 0.0, -0.4], [0.0, -0.1, 0.3], [0.0, 0.0, 0.0], [-0.3, 0.1, 0.0], [0.0, -0.1, 0.6], [0.2, 0.0, 0.0], [0.1, 0.0, 0.1], [0.0, 0.0, 0.0], [0.1, 0.0, 0.0], [0.0, 0.0, 0.0], [-0.1, 0.0, 0.0], [0.0, 0.0, -0.1], [0.0, 0.1, -0.2], [0.1, 0.0, -0.1], [0.0, 0.1, -0.1], [0.1, 0.2, -0.2], [0.1, 0.0, 0.0], [0.0, 0.0, 0.0], [-0.1, -0.1, 0.0], [0.3, -0.1, -0.2], [-0.1, -0.1, -0.3]], "nbo_charge": [0.20, 0.21, 0.22, 0.20, -0.39, 0.42, 0.25, 0.55, 0.39, 0.21, -0.42, -0.33, 0.20, 0.20, -0.61, 0.19, -0.02, 0.20, 0.23, -0.61, 0.21, 0.24, 0.44, 0.19, -0.44, -0.42, 0.23, -0.40, 0.19, -0.61, 0.20, -0.40, 0.17, 0.22, 0.27, 0.46, 0.20, -0.40, 0.22, 0.18, -0.24, -0.80]}